[1]
{"formula": "CHLiOYb", "method": "ωB97M-V with the def2-TZVPD basis set", "e_homo_ev": -4.701, "homo_lumo_gap_ev": 3.990, "e_above_lowest_kcal_mol": 25.1, "e_tot_ha": -1279.956338, "charge": 0, "species": ["Yb", "O", "C", "Li", "H"], "coordinates": [[-1.4842, -0.5407, -0.7545], [0.2911, -0.6441, 0.7687], [0.8640, 0.1223, -0.1283], [2.1122, -0.5861, 1.4529], [-1.7831, 1.6486, -1.3389]], "forces_ev_per_a": [[1.5, 1.9, 0.1], [0.0, -0.4, 0.5], [0.1, -1.0, 0.0], [-1.0, 0.5, -0.8], [-0.5, -1.0, 0.2]]}


[2]
{"formula": "CHN2", "method": "ωB97M-V with the def2-TZVPD basis set", "e_homo_ev": [-18.490, -18.138], "homo_lumo_gap_ev": [9.161, 6.518], "e_above_lowest_kcal_mol": 124.5, "e_tot_ha": -147.545230, "charge": 1, "species": ["N", "N", "C", "H"], "coordinates": [[-0.0519, 0.0255, 0.1602], [0.5360, -0.8182, 0.8444], [0.9618, -0.5924, -0.4666], [-1.4459, 1.3851, -0.5380]], "forces_ev_per_a": [[-1.4, 1.5, -1.2], [-0.6, -0.3, 1.9], [1.0, 0.0, -1.6], [1.1, -1.2, 0.9]]}


[3]
{"formula": "CHN2O2P", "method": "ωB97M-V with the def2-TZVPD basis set", "e_homo_ev": [-10.211, -9.794], "homo_lumo_gap_ev": [7.852, 7.474], "e_above_lowest_kcal_mol": 29.1, "e_tot_ha": -639.873081, "charge": 0, "species": ["P", "O", "O", "N", "N", "C", "H"], "coordinates": [[0.4609, 0.7987, 1.0137], [-1.3820, 0.3496, -1.2536], [-2.2067, -0.9555, 0.2333], [-1.4334, -0.1732, -0.1935], [2.1857, -1.2505, 0.0178], [1.5175, -0.3393, 0.2882], [0.8580, 1.5703, -0.1059]], "forces_ev_per_a": [[-1.6, 0.2, -0.5], [-0.2, 0.3, -1.2], [-0.1, -0.4, 0.7], [1.6, 1.1, 0.8], [-0.4, 0.9, -0.1], [1.3, -2.8, 0.2], [-0.8, 0.7, 0.1]]}


[4]
{"formula": "CHN2O3P", "method": "ωB97M-V with the def2-TZVPD basis set", "e_homo_ev": 0.254, "homo_lumo_gap_ev": 7.369, "e_above_lowest_kcal_mol": 28.9, "smiles": "N#CNP(=O)([O-])[O-]", "e_tot_ha": -715.340906, "charge": -2, "species": ["P", "O", "O", "O", "N", "N", "C", "H"], "coordinates": [[-1.0681, -0.2992, 0.0506], [-1.2436, 1.2152, 0.0877], [-1.9939, -1.0945, 0.9858], [-0.6209, -0.9784, -1.2534], [0.6863, -0.2071, 0.7996], [2.1635, 0.5197, -1.3607], [1.4785, 0.1626, -0.5244], [0.5981, 0.6816, 1.2149]], "forces_ev_per_a": [[0.4, -0.6, 0.0], [-0.8, -0.2, -0.4], [1.0, 0.6, -0.7], [-1.2, 0.4, 0.7], [2.3, -0.9, -4.5], [1.5, 0.5, -1.6], [-3.4, -1.3, 5.9], [0.1, 1.5, 0.7]]}


[5]
{"formula": "CHN2O3P", "method": "ωB97M-V with the def2-TZVPD basis set", "e_homo_ev": 0.555, "homo_lumo_gap_ev": 6.895, "e_above_lowest_kcal_mol": 34.4, "e_tot_ha": -715.332179, "charge": -2, "species": ["P", "O", "O", "O", "N", "N", "C", "H"], "coordinates": [[-0.7056, -0.7530, 0.0849], [-1.0104, -1.5795, -1.1411], [-1.7724, -0.6396, 1.1285], [-0.6361, 1.0881, -0.5700], [1.3961, 2.1085, 0.0905], [0.8049, -0.6252, 0.6001], [0.4862, 1.4010, -0.0945], [1.4373, -1.0004, -0.0983]], "forces_ev_per_a": [[-0.4, -0.3, -0.3], [0.2, 0.3, 0.0], [0.0, 0.1, 0.1], [-1.0, -1.6, 0.1], [1.0, 0.7, 0.4], [-0.2, -1.1, 0.5], [0.5, 1.9, -0.8], [0.0, 0.1, -0.1]]}


[6]
{"formula": "CHN2O5", "method": "ωB97M-V with the def2-TZVPD basis set", "e_homo_ev": -4.718, "homo_lumo_gap_ev": 8.840, "e_above_lowest_kcal_mol": 24.1, "smiles": "O=C([O-])N(O)[N+](=O)[O-]", "e_tot_ha": -524.333418, "charge": -1, "species": ["O", "O", "O", "O", "O", "N", "N", "C", "H"], "coordinates": [[1.7079, 1.3182, 0.5019], [-2.2287, 0.0459, 0.0301], [1.0066, -1.2259, -0.5405], [-0.3100, 2.1740, 0.0611], [-1.3071, -1.8387, 0.4668], [0.0454, -0.2281, -0.5750], [-1.3120, -0.7002, 0.0400], [0.5468, 1.3592, 0.1711], [1.8512, -0.9044, -0.1555]], "forces_ev_per_a": [[0.6, -1.2, 0.1], [-0.9, 1.1, -0.5], [-0.1, -0.7, 0.2], [-1.2, 0.2, -0.1], [-0.4, -0.3, 0.0], [-1.6, 1.7, 0.2], [4.2, -1.3, 0.3], [0.5, -0.3, -0.6], [-1.1, 0.7, 0.3]]}


[7]
{"formula": "CHN2O5", "method": "ωB97M-V with the def2-TZVPD basis set", "e_homo_ev": -5.563, "homo_lumo_gap_ev": 9.677, "e_above_lowest_kcal_mol": 15.9, "smiles": "O=C(O)ON=[N+]([O-])[O-]", "e_tot_ha": -524.346483, "charge": -1, "species": ["O", "O", "O", "O", "O", "N", "N", "C", "H"], "coordinates": [[-2.0728, -1.7891, -0.2905], [2.0646, 1.7089, -0.3017], [1.1912, 0.2506, 1.0819], [-1.2979, -0.0009, 0.7328], [0.3091, 0.5100, -0.9560], [-0.3055, -0.7396, -1.0542], [-1.2468, -0.8607, -0.2592], [1.1689, 0.9451, -0.0140], [0.1891, -0.0244, 1.0609]], "forces_ev_per_a": [[0.6, 0.1, -0.7], [-1.1, 0.8, -0.2], [-1.9, -0.5, 0.8], [-0.5, -0.6, -0.1], [-0.3, 1.7, -1.5], [1.8, -1.0, -2.3], [-1.9, 0.9, 3.8], [3.2, -1.3, -0.9], [0.2, -0.1, 1.1]]}


[8]
{"formula": "CHN3O", "method": "ωB97M-V with the def2-TZVPD basis set", "e_homo_ev": -10.453, "homo_lumo_gap_ev": 10.055, "e_above_lowest_kcal_mol": 79.7, "e_tot_ha": -278.130591, "charge": 0, "species": ["O", "N", "N", "N", "C", "H"], "coordinates": [[1.3409, -0.9553, 0.4013], [0.9309, -0.9337, -2.2742], [0.1007, -0.2827, -1.3898], [1.4491, -1.4905, -3.1375], [0.4241, -0.3845, -0.1382], [-0.2325, 0.3014, 0.5158]], "forces_ev_per_a": [[0.4, -0.6, -0.2], [0.7, -1.9, -1.7], [0.4, -0.8, -6.3], [-2.6, 3.1, 4.4], [0.9, 1.2, 4.9], [0.3, -0.9, -1.1]]}


[9]
{"formula": "CHN3O", "method": "ωB97M-V with the def2-TZVPD basis set", "e_homo_ev": -11.829, "homo_lumo_gap_ev": 12.574, "e_above_lowest_kcal_mol": 84.9, "smiles": "c1nnno1", "e_tot_ha": -278.122233, "charge": 0, "species": ["O", "N", "N", "N", "C", "H"], "coordinates": [[0.9249, -0.4181, -0.2437], [0.9749, 0.1184, 0.9904], [-1.0160, 0.5092, 0.1847], [-0.1508, 0.6316, 1.2043], [-0.2559, -0.2197, -0.6137], [-0.4770, -0.6214, -1.5221]], "forces_ev_per_a": [[2.2, -1.3, 0.2], [0.1, 1.1, 2.1], [1.6, -1.9, -1.0], [0.6, 1.1, 1.9], [-3.4, 1.7, -0.7], [-1.0, -0.8, -2.4]]}


[10]
{"formula": "CHN3O2", "method": "ωB97M-V with the def2-TZVPD basis set", "e_homo_ev": -10.944, "homo_lumo_gap_ev": 10.896, "e_above_lowest_kcal_mol": 20.8, "e_tot_ha": -353.399993, "charge": 0, "species": ["O", "O", "N", "N", "N", "C", "H"], "coordinates": [[0.0216, -1.5178, -0.5143], [2.0459, -0.5448, 0.0880], [-1.2131, 0.5597, 0.0085], [-0.0636, 0.7798, 0.4265], [-2.0171, -0.1168, -0.4059], [0.9464, -0.8772, -0.1596], [0.2799, 1.7171, 0.5567]], "forces_ev_per_a": [[1.0, 0.0, 0.2], [-0.3, -0.2, -0.1], [-0.8, -1.1, -0.6], [-0.3, 0.3, 0.4], [0.2, 1.7, 0.6], [0.8, -1.2, -0.3], [-0.5, 0.4, -0.1]]}


[11]
{"formula": "CHN3O3", "method": "ωB97M-V with the def2-TZVPD basis set", "e_homo_ev": [-8.519, -8.999], "homo_lumo_gap_ev": [7.378, 7.529], "e_above_lowest_kcal_mol": 115.9, "e_tot_ha": -428.379746, "charge": 0, "species": ["O", "O", "O", "N", "N", "N", "C", "H"], "coordinates": [[0.6020, -1.5868, 0.0527], [-1.3905, 2.3416, -0.0030], [2.5647, -0.9565, 0.2041], [2.4044, 0.1169, -0.0712], [-1.4876, 1.1525, 0.2500], [0.2201, -0.4051, -0.2394], [-1.0125, 0.0097, -0.0970], [-1.9005, -0.6722, -0.0963]], "forces_ev_per_a": [[-2.0, 1.3, -0.9], [0.9, -0.8, 0.0], [0.3, 1.9, -0.5], [0.2, -1.3, 0.4], [-1.3, 3.2, 0.4], [2.7, -1.7, 0.9], [-2.2, -2.4, -0.5], [1.3, -0.3, 0.1]]}


[12]
{"formula": "CHN3O3", "method": "ωB97M-V with the def2-TZVPD basis set", "e_homo_ev": [-10.559, -11.529], "homo_lumo_gap_ev": [10.631, 7.098], "e_above_lowest_kcal_mol": 50.3, "multiplicity": 3, "e_tot_ha": -428.330238, "charge": 0, "species": ["O", "O", "O", "N", "N", "N", "C", "H"], "coordinates": [[-0.2028, -0.5461, 0.9225], [1.4700, 2.3133, 0.5032], [0.2799, 1.1862, -1.0057], [0.6500, 0.3698, 1.0886], [0.7925, 1.4391, 0.0623], [3.7820, -1.0521, -0.4743], [3.0522, -0.7653, 0.3570], [-0.5196, -0.7251, -0.0207]], "forces_ev_per_a": [[-1.8, -1.7, -1.9], [-0.1, 0.6, -1.0], [0.2, 0.9, -0.2], [1.9, 1.9, 1.6], [-0.9, -2.6, 0.7], [1.2, -0.5, -1.5], [-1.0, 0.4, 1.5], [0.5, 1.0, 0.7]]}